Version P
# C5H8O2S

C5H8O2S in the gas phase (ωB97M-V/def2-TZVPD, OMol25).

The calculation puts the HOMO energy at -10.116 eV. The charge is 0. For the LUMO energy, the calculation gives 0.805 eV. The spin multiplicity is 1.

Geometry (Å):
1 H -1.7063 1.5511 -0.0223
2 C 0.1101 0.0323 -1.3083
3 H -1.2115 1.2549 1.6250
4 S 1.4859 -0.0867 0.4608
5 H -0.6298 -0.0839 -2.0902
6 O 2.0437 1.0208 1.1388
7 C -0.8854 1.2856 0.6336
8 H -0.1368 2.0709 0.5182
9 C -0.2286 0.0287 0.1424
10 C 1.4988 0.0351 -1.3191
11 H -1.1514 -1.3458 1.4734
12 H 2.2262 0.0779 -2.1222
13 C -0.9477 -1.2467 0.3758
14 O 1.8694 -1.4732 0.6241
15 H -1.9546 -0.9830 -0.0562
16 H -0.3819 -2.1380 -0.0737

Results of the Mulliken charge analysis, in e, for atoms 1 through 2: number 1, H, carries 0.39; number 2, C, carries -0.75

***

Version Q
# C5H8O2S

2 unconnected molecules or ions with the total composition C5H8O2S (ωB97M-V/def2-TZVPD, OMol25).

The calculation puts the HOMO energy at -9.038 eV. The charge is 0. For the LUMO energy, the calculation gives 0.041 eV. The spin multiplicity is 1.

Geometry (Å):
1 O 2.0101 0.2624 0.0082
2 H 1.4072 -1.3438 1.1641
3 H -0.3466 0.9259 -1.0262
4 C 1.0128 -0.3799 0.6452
5 S -0.8341 -0.9995 -1.9784
6 C 0.0742 0.4831 1.4619
7 O 0.7239 1.6318 1.5523
8 H 0.1005 -0.1122 2.4742
9 H -1.4277 1.8455 0.7150
10 H 0.4408 1.9299 2.5042
11 H -0.5001 -1.9741 0.3721
12 H 1.8657 -0.3461 -1.2399
13 C -0.0887 -1.0354 -0.2732
14 C -1.4153 0.7560 0.8470
15 C -0.9142 0.1352 -0.5467
16 H -2.0790 0.1582 1.4028

Results of the Mulliken charge analysis, in e, for atoms 1 through 2: number 1, O, carries -0.62; number 2, H, carries 0.26

***

Version R
# C5H8O2S

C5H8O2S in the gas phase (ωB97M-V/def2-TZVPD, OMol25).

The calculation puts the HOMO energy (spin up / spin down) at -7.619 / -7.513 eV. The charge is 0. For the LUMO energy (spin up / spin down), the calculation gives -0.034 / -0.701 eV. The spin multiplicity is 1.

Geometry (Å):
1 H -1.5217 1.6770 0.5615
2 O 0.3484 0.0945 0.0744
3 H -1.2841 0.1904 -1.5514
4 H 3.6783 0.4257 -0.8578
5 H -2.5093 -0.9669 -1.0022
6 H -0.6850 -0.9476 1.5553
7 O 3.7381 -0.8920 0.5114
8 C -0.6678 -0.1467 0.8286
9 H -2.5972 0.5009 1.2366
10 S 2.4045 1.0081 -1.2453
11 H -3.0446 0.6548 -1.4862
12 C 1.6009 -0.0837 -0.1476
13 C 2.5187 -0.8589 0.5889
14 C -2.2066 0.0756 -0.9984
15 H 2.1080 -1.3197 1.4299
16 C -1.8805 0.5885 0.5023

Results of the Mulliken charge analysis, in e, for atoms 1 through 2: number 1, H, carries 0.20; number 2, O, carries -0.18

***

Version S
# C5H8O2S

C5H8O2S in the gas phase (ωB97M-V/def2-TZVPD, OMol25).

The SMILES is CC(C)=CC=S(=O)=O. The calculation puts the HOMO energy (spin up / spin down) at -9.156 / -9.155 eV. The charge is 0. For the LUMO energy (spin up / spin down), the calculation gives -1.075 / -1.075 eV. The spin multiplicity is 1.

Geometry (Å):
1 C 0.2531 1.8272 0.2964
2 H -0.1654 -2.8550 -0.0656
3 H 0.9509 -2.4348 -1.3607
4 C 0.6125 -2.1535 -0.3634
5 C 0.0738 -0.7546 -0.4013
6 S 0.0440 2.4845 1.8085
7 C -1.0978 -0.5390 -1.3096
8 H -0.9654 0.3327 -1.9419
9 H -1.2441 -1.4093 -1.9441
10 H -2.0029 -0.3927 -0.7207
11 H 1.4500 -2.2385 0.3229
12 H 1.4382 0.0079 1.0365
13 O -0.3306 3.8756 1.8318
14 H -0.5047 2.1111 -0.4119
15 O 0.8609 1.9576 2.8670
16 C 0.6274 0.1808 0.3562

Results of the Mulliken charge analysis, in e, for atoms 1 through 2: number 1, C, carries -0.44; number 2, H, carries 0.33

***

Stability, lowest: version Q